13
Properties=species:S:1:pos:R:3 method="wB97M-V/def2-TZVPD" gap_ev="6.861 / 6.569" fmax_ev_per_a=3.5 total_energy_ha=-1266.5503 charge=0 e_above_lowest_kcal_mol=74.6 spin_multiplicity=1 homo_ha="-0.29032 / -0.27497"
C -0.08428 -2.49718 0.31916
C 0.03417 0.67653 -0.52884
C -0.62484 -0.08521 0.56290
N -0.22216 -0.15028 1.84815
S 0.81634 -2.71640 -0.95034
S -0.44543 2.38719 -0.80764
I -1.57606 0.97334 3.29773
H -0.65347 -3.06994 0.97722
H 0.24931 0.18502 -1.52805
H 1.07762 0.75102 -0.17730
H -1.67571 -0.36695 0.33959
H 0.73652 -0.13291 2.07114
H -0.21800 2.75691 0.44853